# 1
Formula: C2H9O2
Source: the OMol25 dataset
Level of theory: ωB97M-V/def2-TZVPD

Calculated values
**Max |F|**: 1.44 eV/Å
**HOMO-LUMO gap**: 13.5 eV
**Charge**: +1
**M**: 65.1 g mol⁻¹
**E_HOMO**: -17.05 eV
**Energy relative to the best compared isomer or geometry (same formula, charge and spin)**: 17.8 kJ/mol

Geometry (Å):
O 0.785 0.031 -1.993
H 0.742 0.449 -0.587
H 0.393 -0.692 -2.463
H 1.470 0.313 -2.595
C -0.728 0.412 0.976
O 0.624 0.714 0.385
C -0.950 -1.093 1.054
H -1.389 0.909 0.276
H -0.736 0.949 1.914
H 1.320 0.402 0.967
H -1.887 -1.461 0.647
H -1.040 -1.387 2.106
H -0.082 -1.614 0.667

***

# 2
Formula: C2H9O2S
Source: the OMol25 dataset
Level of theory: ωB97M-V/def2-TZVPD

Calculated values
**Max |F|**: 0.62 eV/Å
**HOMO-LUMO gap**: 6.7 eV
**Charge**: -1
**M**: 97.2 g mol⁻¹
**E_HOMO**: -2.88 eV
**Energy relative to the best compared isomer or geometry (same formula, charge and spin)**: 26.3 kJ/mol

Geometry (Å):
C -0.081 -2.037 -0.817
C 0.663 -0.781 -0.369
S -0.332 0.368 0.660
H 0.585 -2.736 -1.339
H -0.925 -1.787 -1.461
H -0.444 -2.577 0.066
H 0.972 -0.208 -1.249
H 1.522 -1.106 0.220
H -2.647 3.411 -0.761
H -2.261 2.056 -1.234
O -2.278 2.979 -1.540
H 2.025 1.501 2.440
H 1.225 0.251 2.449
O 1.974 0.666 2.933

***

# 3
Formula: C2H9O3
Source: the OMol25 dataset
Level of theory: ωB97M-V/def2-TZVPD

Calculated values
**Max |F|**: 1.62 eV/Å
**HOMO-LUMO gap**: 8.6 eV
**Charge**: -1
**M**: 81.1 g mol⁻¹
**E_HOMO**: -4.29 eV
**Energy relative to the best compared isomer or geometry (same formula, charge and spin)**: 22.2 kJ/mol

Geometry (Å):
C -1.521 -0.079 -0.244
O -1.097 0.693 0.823
C -1.479 0.688 -1.555
H -0.893 -0.978 -0.287
H -2.561 -0.354 -0.075
H -0.438 0.983 -1.736
H -1.763 0.105 -2.434
H -1.956 1.667 -1.550
H 2.639 -0.790 1.287
H 2.790 -2.325 1.376
O 3.179 -1.517 1.722
H 1.795 1.048 0.818
H -0.013 0.633 0.895
O 1.317 0.225 0.961

***

# 4
Formula: C2HAgFO2
Source: the OMol25 dataset
Level of theory: ωB97M-V/def2-TZVPD

Calculated values
**Max |F|**: 2.17 eV/Å
**HOMO-LUMO gap (spin up / spin down)**: 1.9 / 3.6 eV
**M**: 183.9 g mol⁻¹
**E_HOMO (spin up / spin down)**: -5.89 / -7.25 eV
**Energy relative to the best compared isomer or geometry (same formula, charge and spin)**: 396.1 kJ/mol
**Expectation value of S²**: 0.897
**2S+1**: 2

Geometry (Å):
F -2.999 -2.494 0.077
O 1.523 0.564 -0.232
C 0.580 -0.258 -0.055
C -0.748 0.153 0.051
O -1.725 0.710 0.302
Ag 2.610 2.698 -0.284
H 0.760 -1.373 0.141

***

# 5
Formula: C2HAgO4
Source: the OMol25 dataset
Level of theory: ωB97M-V/def2-TZVPD

Calculated values
**Max |F|**: 7.50 eV/Å
**HOMO-LUMO gap**: 6.6 eV
**M**: 196.9 g mol⁻¹
**E_HOMO**: -8.19 eV
**Energy relative to the best compared isomer or geometry (same formula, charge and spin)**: 301.1 kJ/mol

Geometry (Å):
O -1.539 -0.358 -0.128
C -0.856 0.362 0.916
O -0.986 1.489 1.332
O 1.041 1.135 -0.699
C 0.387 0.053 -0.303
O 0.891 -1.064 -0.345
Ag -0.894 -2.515 0.137
H 1.956 0.898 -0.910

***

# 6
Formula: C2HBr2Cl2F
Source: the OMol25 dataset
Level of theory: ωB97M-V/def2-TZVPD

Calculated values
**Max |F|**: 4.04 eV/Å
**HOMO-LUMO gap (spin up / spin down)**: 8.5 / 7.5 eV
**M**: 274.7 g mol⁻¹
**E_HOMO (spin up / spin down)**: -8.73 / -8.59 eV
**Energy relative to the best compared isomer or geometry (same formula, charge and spin)**: 348.9 kJ/mol

Geometry (Å):
C -0.297 -1.777 0.875
C 0.245 1.340 -0.858
F -1.168 -1.317 1.905
Cl -0.652 -1.472 -0.662
Cl 1.000 1.328 -2.447
Br -1.062 2.694 -0.784
Br 1.228 0.926 0.730
H 0.706 -1.721 1.241

***

# 7
Formula: C2HBr2Cl2F
Source: the OMol25 dataset
Level of theory: ωB97M-V/def2-TZVPD

Calculated values
**Max |F|**: 2.37 eV/Å
**HOMO-LUMO gap**: 10.4 eV
**M**: 274.7 g mol⁻¹
**E_HOMO**: -10.55 eV
**Energy relative to the best compared isomer or geometry (same formula, charge and spin)**: 0.0 kJ/mol

Geometry (Å):
C -0.372 -0.435 -0.559
C 0.328 0.549 0.433
F 0.111 -0.156 -1.753
Cl 0.057 -2.153 -0.073
Cl 2.029 0.172 0.535
Br -0.161 2.369 -0.146
Br -0.568 0.200 2.156
H -1.424 -0.545 -0.592

***

# 8
Formula: C2HBr2Cl3
Source: the OMol25 dataset
Level of theory: ωB97M-V/def2-TZVPD

Calculated values
**Max |F|**: 4.05 eV/Å
**HOMO-LUMO gap (spin up / spin down)**: 7.9 / 7.9 eV
**M**: 291.2 g mol⁻¹
**E_HOMO (spin up / spin down)**: -10.03 / -10.04 eV
**Energy relative to the best compared isomer or geometry (same formula, charge and spin)**: 167.4 kJ/mol

Geometry (Å):
C -0.105 0.577 -0.583
C -0.260 -0.515 0.480
Cl -1.982 -1.078 0.407
Cl -0.051 -0.015 2.159
Cl 0.755 -1.925 0.199
Br 2.343 1.277 -0.132
Br -0.130 0.084 -2.346
H -0.570 1.595 -0.184

***

# 9
Formula: C2HBr2ClO
Source: the OMol25 dataset
Level of theory: ωB97M-V/def2-TZVPD

Calculated values
**Max |F|**: 4.03 eV/Å
**HOMO-LUMO gap**: 8.2 eV
**M**: 236.3 g mol⁻¹
**E_HOMO**: -9.33 eV
**Energy relative to the best compared isomer or geometry (same formula, charge and spin)**: 350.2 kJ/mol

Geometry (Å):
C -1.797 0.368 -0.193
C 2.174 -0.587 0.735
O -1.653 -0.603 -0.824
Cl -0.916 0.722 1.182
Br 2.273 -2.031 -0.420
Br 2.339 0.971 -0.230
H -2.419 1.159 -0.250

***

# 10
Formula: C2HBr2OS
Source: the OMol25 dataset
Level of theory: ωB97M-V/def2-TZVPD

Calculated values
**Max |F|**: 3.94 eV/Å
**HOMO-LUMO gap**: 7.2 eV
**Charge**: -1
**M**: 232.9 g mol⁻¹
**E_HOMO**: -3.81 eV
**Energy relative to the best compared isomer or geometry (same formula, charge and spin)**: 115.4 kJ/mol

Geometry (Å):
C -1.090 0.528 -0.805
C 0.533 -0.326 0.563
O -1.212 1.670 -0.527
S -1.533 -0.552 -1.886
Br 1.478 1.194 1.467
Br 1.769 -1.710 -0.119
H 0.055 -0.806 1.308

***

# 11
Formula: C2HBrClFIN
Source: the OMol25 dataset
Level of theory: ωB97M-V/def2-TZVPD

Calculated values
**Max |F|**: 4.48 eV/Å
**HOMO-LUMO gap**: 8.5 eV
**M**: 300.3 g mol⁻¹
**E_HOMO**: -8.77 eV
**Energy relative to the best compared isomer or geometry (same formula, charge and spin)**: 194.2 kJ/mol

Geometry (Å):
C -1.053 -0.895 0.118
C -3.230 -0.441 0.456
N -0.479 0.152 -0.086
F -3.364 -0.540 1.780
Cl -0.885 -2.543 0.056
Br -4.227 -1.806 -0.408
I -3.517 1.540 -0.216
H 0.493 0.279 -0.345

***

# 12
Formula: C2HBrClOS
Source: the OMol25 dataset
Level of theory: ωB97M-V/def2-TZVPD

Calculated values
**Max |F|**: 3.03 eV/Å
**HOMO-LUMO gap**: 6.7 eV
**Charge**: -1
**M**: 188.5 g mol⁻¹
**E_HOMO**: -3.24 eV
**Energy relative to the best compared isomer or geometry (same formula, charge and spin)**: 88.0 kJ/mol

Geometry (Å):
C 0.431 0.810 1.181
C -0.094 -0.571 -0.643
O 0.334 0.054 2.068
S 0.807 2.215 0.585
Cl -1.421 0.528 -1.150
Br -0.696 -2.391 -0.453
H 0.640 -0.646 -1.588

***

# 13
Formula: C2HBrF2
Source: the OMol25 dataset
Level of theory: ωB97M-V/def2-TZVPD

Calculated values
**Max |F|**: 2.82 eV/Å
**HOMO-LUMO gap (spin up / spin down)**: 7.7 / 7.7 eV
**M**: 142.9 g mol⁻¹
**E_HOMO (spin up / spin down)**: -10.70 / -10.70 eV
**Energy relative to the best compared isomer or geometry (same formula, charge and spin)**: 435.9 kJ/mol

Geometry (Å):
C 0.585 0.268 -0.060
C 0.520 1.573 0.009
F -0.263 2.503 0.351
F 2.947 2.546 -0.047
Br 2.198 -0.786 -0.103
H -0.414 -0.204 0.109

***

# 14
Formula: C2HBrF2O
Source: the OMol25 dataset
Level of theory: ωB97M-V/def2-TZVPD

Calculated values
**Max |F|**: 3.40 eV/Å
**HOMO-LUMO gap**: 10.9 eV
**M**: 158.9 g mol⁻¹
**SMILES string**: O=C(F)[C@@H](F)Br
**E_HOMO**: -11.01 eV
**Energy relative to the best compared isomer or geometry (same formula, charge and spin)**: 54.3 kJ/mol

Geometry (Å):
O 1.897 0.667 -0.054
C 0.779 0.608 0.280
F 0.093 1.704 0.667
C -0.368 -0.637 -0.042
F -1.235 -0.801 1.006
Br -1.373 0.155 -1.573
H 0.207 -1.695 -0.285

***

# 15
Formula: C2HBrF3NO
Source: the OMol25 dataset
Level of theory: ωB97M-V/def2-TZVPD

Calculated values
**Max |F|**: 1.80 eV/Å
**HOMO-LUMO gap**: 8.8 eV
**M**: 191.9 g mol⁻¹
**SMILES string**: FC=C(F)F.O=NBr
**E_HOMO**: -9.93 eV
**Energy relative to the best compared isomer or geometry (same formula, charge and spin)**: 323.4 kJ/mol

Geometry (Å):
F 1.038 0.026 2.034
C 1.214 0.032 0.712
C 0.676 1.019 -0.023
F 0.841 1.056 -1.319
F -0.083 2.026 0.399
H 2.077 -0.557 0.296
O -1.095 -1.780 -1.403
N -1.836 -1.768 -0.535
Br -2.832 -0.054 -0.161

***

# 16
Formula: C2HBrI2
Source: the OMol25 dataset
Level of theory: ωB97M-V/def2-TZVPD

Calculated values
**Max |F|**: 0.42 eV/Å
**HOMO-LUMO gap**: 9.0 eV
**M**: 358.7 g mol⁻¹
**E_HOMO**: -9.19 eV
**Energy relative to the best compared isomer or geometry (same formula, charge and spin)**: 0.0 kJ/mol

Geometry (Å):
C -0.654 0.514 0.000
C -1.849 -0.057 0.000
Br -0.398 2.375 0.000
I -2.000 -2.158 0.000
I -3.650 1.013 0.000
H 0.260 -0.059 0.000

***

# 17
Formula: C2HBrN2O2
Source: the OMol25 dataset
Level of theory: ωB97M-V/def2-TZVPD

Calculated values
**Max |F|**: 5.07 eV/Å
**HOMO-LUMO gap (spin up / spin down)**: 8.3 / 7.9 eV
**M**: 164.9 g mol⁻¹
**E_HOMO (spin up / spin down)**: -10.08 / -9.50 eV
**Energy relative to the best compared isomer or geometry (same formula, charge and spin)**: 490.7 kJ/mol

Geometry (Å):
C 0.170 1.293 -0.348
C 0.279 0.113 -1.000
N 0.073 2.288 0.281
N -0.552 -0.714 0.998
O -1.547 -0.199 1.423
O 0.136 -1.635 1.245
Br 1.791 -0.921 -0.638
H -0.350 -0.224 -1.961

***

# 18
Formula: C2HBrOS2
Source: the OMol25 dataset
Level of theory: ωB97M-V/def2-TZVPD

Calculated values
**Max |F|**: 4.17 eV/Å
**HOMO-LUMO gap (spin up / spin down)**: 8.9 / 8.9 eV
**M**: 185.1 g mol⁻¹
**E_HOMO (spin up / spin down)**: -9.68 / -9.68 eV
**Energy relative to the best compared isomer or geometry (same formula, charge and spin)**: 269.2 kJ/mol

Geometry (Å):
C -2.561 -0.853 0.861
C -0.719 0.643 0.904
O -3.438 -1.610 0.746
S -2.209 0.660 -0.063
S -1.052 -0.967 1.764
Br -0.178 2.127 1.905
H 0.580 0.667 -0.350

***

# 19
Formula: C2HCl2FS
Source: the OMol25 dataset
Level of theory: ωB97M-V/def2-TZVPD

Calculated values
**Max |F|**: 2.93 eV/Å
**HOMO-LUMO gap**: 8.4 eV
**M**: 147.0 g mol⁻¹
**SMILES string**: FC(Cl)(Cl)C=S
**E_HOMO**: -9.65 eV
**Energy relative to the best compared isomer or geometry (same formula, charge and spin)**: 101.5 kJ/mol

Geometry (Å):
F -0.123 1.934 0.531
C -0.057 0.566 0.113
Cl -1.798 0.147 -0.190
Cl 0.853 0.588 -1.343
C 0.832 -0.342 0.885
S 0.678 -1.976 0.870
H 1.688 0.347 1.372

***

# 20
Formula: C2HCl2FS
Source: the OMol25 dataset
Level of theory: ωB97M-V/def2-TZVPD

Calculated values
**Max |F|**: 5.52 eV/Å
**HOMO-LUMO gap**: 7.9 eV
**M**: 147.0 g mol⁻¹
**SMILES string**: FC(Cl)(Cl)C=S
**E_HOMO**: -9.84 eV
**Energy relative to the best compared isomer or geometry (same formula, charge and spin)**: 109.7 kJ/mol

Geometry (Å):
F 0.619 1.373 0.408
C -0.013 0.099 0.254
Cl -1.184 -0.006 1.639
Cl 1.076 -1.391 0.699
C -0.573 -0.093 -1.048
S 0.061 0.765 -2.340
H -1.181 -0.895 -1.209